[1]
Computed, not measured: a cluster of 3 separate species, C5H11NO in total, with wB97M-V/def2-TZVPD.

Results
E_HOMO in eV: -9.928
Orbital gap in Eh: 0.3830
Electronic energy in hartree: -327.01418
Relative energy (zero: lowest compared OMol25 entry of this formula, charge and spin) in kJ/mol: 307.6

```
! wB97M-V def2-TZVPD RIJCOSX def2/J DEFGRID3
* xyz 0 1
C 0.91 1.29 1.80
C 1.09 0.67 0.45
N 1.45 -0.55 0.32
C 1.59 -1.03 -1.00
O 2.15 -0.45 -1.90
H -0.08 1.74 1.89
H 1.05 0.53 2.58
H 1.65 2.09 1.94
H 0.86 1.29 -0.43
H 1.17 -2.05 -1.11
H -0.85 -2.16 1.42
H -0.19 -1.85 1.29
C -1.72 -0.55 -1.42
C -1.88 0.71 -0.99
H -1.33 -0.76 -2.42
H -1.98 -1.40 -0.79
H -1.62 1.56 -1.62
H -2.28 0.92 0.00
*
```

---

[2]
Computed, not measured: a cluster of 5 separate species, C35H73F2N5O5P in total, with wB97M-V/def2-TZVPD.

Results
E_HOMO in eV: -10.934
Orbital gap in Eh: 0.3183
Electronic energy in hartree: -2568.19887

```
! wB97M-V def2-TZVPD RIJCOSX def2/J DEFGRID3
* xyz 1 1
C -2.42 -6.52 1.08
C -2.59 -4.99 1.02
C -2.69 -4.45 -0.42
C -3.21 -3.01 -0.49
N -2.18 -1.96 -0.46
N -1.87 -1.35 -1.66
C -0.68 -1.03 -2.10
N -0.53 -0.25 -3.22
C 0.25 0.99 -3.00
N 1.55 0.90 -3.65
C -0.59 2.18 -3.54
F 0.12 3.31 -3.15
C -2.06 2.24 -3.12
C -2.50 3.62 -2.60
C 0.54 1.15 -1.49
F -0.64 1.47 -0.82
C 1.17 -0.11 -0.91
C 1.33 -0.10 0.61
C 0.04 -0.23 1.45
C -0.43 1.07 2.11
C -1.85 1.03 2.68
C -2.91 0.26 1.87
C -4.28 0.94 1.89
C -5.34 0.19 1.10
O -5.08 0.33 -0.29
C -6.05 -0.29 -1.10
N 0.46 -1.36 -1.37
P 1.67 -2.32 -2.33
C 0.77 -3.87 -2.71
C -0.31 -3.73 -3.80
C 2.66 -2.93 -0.92
C 1.93 -3.66 0.22
H -3.13 -6.98 1.78
H -1.42 -6.80 1.40
H -2.59 -6.98 0.10
H -1.70 -4.54 1.48
H -3.46 -4.67 1.59
H -3.30 -5.11 -1.03
H -1.68 -4.45 -0.84
H -3.80 -2.87 -1.40
H -3.88 -2.81 0.35
H -1.32 -2.19 0.03
H -2.68 -1.00 -2.15
H -1.41 -0.06 -3.70
H 1.78 1.74 -4.16
H 1.61 0.10 -4.25
H -0.51 2.14 -4.63
H -2.67 2.00 -3.99
H -2.28 1.51 -2.34
H -1.81 3.99 -1.84
H -3.48 3.54 -2.14
H -2.55 4.36 -3.41
H 1.25 1.96 -1.38
H 2.17 -0.10 -1.37
H 1.89 0.80 0.89
H 1.97 -0.95 0.86
H -0.76 -0.59 0.80
H 0.20 -0.98 2.22
H -0.31 1.90 1.41
H 0.27 1.27 2.94
H -2.19 2.07 2.79
H -1.82 0.63 3.70
H -2.61 0.15 0.82
H -3.03 -0.74 2.31
H -4.18 1.94 1.45
H -4.64 1.04 2.92
H -6.34 0.57 1.32
H -5.30 -0.88 1.36
H -6.89 -0.69 -0.51
H -5.62 -1.13 -1.66
H -6.45 0.43 -1.82
H 1.58 -4.51 -3.10
H 0.41 -4.38 -1.82
H -0.38 -4.63 -4.40
H -1.29 -3.53 -3.36
H -0.07 -2.90 -4.48
H 3.37 -3.60 -1.43
H 3.25 -2.10 -0.54
H 0.85 -3.48 0.20
H 2.30 -3.34 1.19
H 2.08 -4.74 0.15
C 5.03 2.16 -3.24
C 5.21 1.28 -4.46
O 4.56 0.27 -4.60
C 6.23 1.73 -5.47
H 4.27 1.73 -2.59
H 5.97 2.24 -2.70
H 4.74 3.16 -3.55
H 7.22 1.79 -5.00
H 5.98 2.71 -5.86
H 6.27 1.02 -6.30
C -0.75 -1.99 6.99
C -1.24 -0.57 6.86
O -1.86 -0.20 5.89
C -0.91 0.36 8.00
H -1.05 -2.56 6.11
H 0.34 -2.01 7.09
H -1.17 -2.45 7.88
H 0.17 0.42 8.14
H -1.34 -0.01 8.93
H -1.30 1.35 7.80
C 8.70 5.16 -8.27
C 8.47 3.67 -8.29
O 7.37 3.19 -8.12
C 9.69 2.80 -8.52
H 7.76 5.68 -8.10
H 9.41 5.43 -7.49
H 9.13 5.48 -9.23
H 10.43 2.99 -7.74
H 10.14 3.05 -9.48
H 9.40 1.76 -8.51
C -3.68 2.16 11.39
C -2.55 2.97 10.80
O -1.59 2.43 10.29
C -2.68 4.47 10.86
H -3.47 1.10 11.29
H -3.80 2.41 12.45
H -4.62 2.40 10.88
H -2.77 4.79 11.90
H -3.59 4.79 10.34
H -1.81 4.93 10.41
*
```

---

[3]
Computed, not measured: a cluster of 3 separate species, C5H12O2 in total, with wB97M-V/def2-TZVPD.

Results
E_HOMO in eV: -9.379
Orbital gap in Eh: 0.3618
Electronic energy in hartree: -348.08895
Relative energy (zero: lowest compared OMol25 entry of this formula, charge and spin) in kJ/mol: 304.2

```
! wB97M-V def2-TZVPD RIJCOSX def2/J DEFGRID3
* xyz 0 1
C -1.98 -1.30 -1.32
C -1.96 -0.23 -0.54
C -1.16 1.06 -0.78
C 0.15 1.18 -0.03
C 0.31 1.63 1.24
H -2.35 -2.29 -1.06
H -1.43 -1.29 -2.27
H -2.63 -0.20 0.37
H -0.90 0.95 -1.82
H -1.85 1.75 -0.33
H 1.07 1.07 -0.58
H 1.22 1.34 1.75
H -0.42 2.32 1.65
O 3.50 -0.11 -0.67
H 2.97 -0.61 -0.03
H 4.16 0.17 -0.02
O -0.09 -1.73 1.65
H -0.08 -0.81 1.35
H 0.78 -1.91 2.02
*
```

---

[4]
Computed, not measured: a structure of composition C21H21N3O3, with wB97M-V/def2-TZVPD.

Results
E_HOMO in eV: -8.018
Orbital gap in Eh: 0.2864
Electronic energy in hartree: -1202.22246
Relative energy (zero: lowest compared OMol25 entry of this formula, charge and spin) in kJ/mol: 1848.5

```
! wB97M-V def2-TZVPD RIJCOSX def2/J DEFGRID3
* xyz 0 1
O 1.40 1.57 0.53
C 1.16 0.56 -0.31
N -0.08 0.24 -0.89
C -1.21 0.72 -0.63
C -1.39 1.28 0.45
C -2.69 1.84 0.88
C -3.64 1.60 0.01
C -3.53 0.66 -1.15
C -2.21 0.34 -1.44
N -1.84 -0.25 -2.72
C -1.09 0.46 -3.42
C -1.81 1.13 -4.49
H -1.03 1.59 -5.51
O -2.75 0.44 -5.29
C -3.57 -0.36 -4.47
C -2.76 -0.92 -3.33
H -3.44 -1.40 -2.79
H -2.23 -1.77 -3.87
H -4.35 -0.94 -5.08
H -4.23 0.65 -3.93
H -2.34 1.93 -4.08
H -0.29 1.26 -2.90
H -0.46 -0.25 -4.05
H -4.31 0.70 -1.74
H -4.99 1.47 0.33
H -3.09 2.33 1.75
H -0.56 1.66 1.16
H -0.06 -0.57 -1.38
C 2.50 -0.27 -0.58
O 3.51 -0.24 0.22
C 3.21 -0.54 1.65
C 4.43 -0.37 2.38
C 4.32 -0.36 3.78
C 3.32 -0.80 4.33
C 2.13 -1.04 3.62
C 0.66 -1.37 4.32
C -0.30 -1.83 3.40
C -0.09 -1.27 2.08
N 0.99 -1.18 1.51
C 2.08 -0.84 2.39
H -0.92 -1.55 1.28
H -1.15 -1.72 4.02
H 0.87 -1.49 5.34
H 3.30 -0.85 5.42
H 5.27 -0.26 4.46
H 5.26 0.09 1.74
H 2.08 -1.35 -0.88
H 2.84 0.05 -1.77
*
```

---

[5]
Computed, not measured: the molecule C5H6O3, with wB97M-V/def2-TZVPD.

Results
E_HOMO in eV: -8.860
Orbital gap in Eh: 0.3460
Electronic energy in hartree: -419.69036
Relative energy (zero: lowest compared OMol25 entry of this formula, charge and spin) in kJ/mol: 391.3

```
! wB97M-V def2-TZVPD RIJCOSX def2/J DEFGRID3
* xyz 0 1
O 2.81 -0.12 -0.42
C 1.66 -0.26 -0.23
C 0.73 0.74 0.72
C -0.58 0.36 0.00
O -0.50 0.97 -1.19
C -1.66 -0.68 -0.10
C -0.26 -1.19 -0.10
O 0.93 -1.18 -0.83
H 1.06 1.77 0.49
H 0.84 0.62 1.86
H -0.60 1.95 -1.03
H -2.32 -0.55 -0.97
H -2.10 -0.94 0.85
H 0.00 -1.48 0.94
*
```

---

[6]
Computed, not measured: a cluster of 2 separate species, C4H13N2 in total, with wB97M-V/def2-TZVPD.

Results
E_HOMO in eV: -14.083
Orbital gap in Eh: 0.2334
Electronic energy in hartree: -269.30802
Relative energy (zero: lowest compared OMol25 entry of this formula, charge and spin) in kJ/mol: 505.9

```
! wB97M-V def2-TZVPD RIJCOSX def2/J DEFGRID3
* xyz 1 1
C -1.05 0.68 -2.52
C -0.64 -0.15 -1.25
C 0.41 0.29 -0.27
C -0.03 0.88 1.04
N -0.57 0.07 2.18
N 1.66 -1.39 1.55
H -1.63 1.58 -2.26
H -1.70 0.09 -3.17
H -0.21 1.09 -3.10
H -0.61 -1.22 -1.44
H -1.57 0.04 -0.69
H 1.30 0.84 -0.57
H 0.90 1.32 1.43
H -0.74 1.73 0.96
H -1.10 -0.72 1.84
H 1.83 -2.39 1.64
H 0.27 -0.37 2.57
H 0.91 -1.32 0.85
H 2.56 -1.04 1.22
*
```

---

[7]
Computed, not measured: the molecule C18H14N2O5S, with wB97M-V/def2-TZVPD.

Results
E_HOMO in eV: -7.834
Orbital gap in Eh: 0.3085
Electronic energy in hartree: -1578.15347
Relative energy (zero: lowest compared OMol25 entry of this formula, charge and spin) in kJ/mol: 243.7

```
! wB97M-V def2-TZVPD RIJCOSX def2/J DEFGRID3
* xyz 0 1
O 1.39 -1.65 -2.38
S 0.99 -2.06 -1.06
O 1.59 -3.25 -0.52
C -0.79 -2.19 -1.00
C -1.54 -1.73 -2.07
C -2.92 -1.79 -2.01
C -3.53 -2.30 -0.87
C -2.77 -2.75 0.20
C -1.39 -2.70 0.13
C 1.30 -0.72 0.09
N 0.83 -0.93 1.36
C 1.19 0.10 2.05
C 0.94 0.32 3.44
C 0.29 -0.48 4.35
C 0.34 0.22 5.58
C 1.00 1.39 5.32
O 1.37 1.46 4.03
O 1.87 1.02 1.31
C 1.94 0.50 0.06
N 2.63 1.21 -0.87
C 2.22 1.20 -2.27
C 0.96 1.98 -2.48
C -0.33 1.73 -2.08
C -1.09 2.84 -2.53
C -0.22 3.67 -3.16
O 1.02 3.16 -3.13
H -1.02 -1.35 -2.94
H -3.51 -1.44 -2.84
H -4.61 -2.34 -0.82
H -3.26 -3.15 1.08
H -0.76 -3.04 0.94
H -0.15 -1.43 4.15
H -0.07 -0.09 6.52
H 1.27 2.21 5.95
H 2.91 2.11 -0.52
H 2.08 0.16 -2.57
H 3.02 1.65 -2.85
H -0.68 0.87 -1.55
H -2.15 2.99 -2.40
H -0.35 4.61 -3.65
*
```

---

[8]
Computed, not measured: a structure of composition C20H16MoN3O2STe, with wB97M-V/def2-TZVPD.

Results
E_HOMO (spin up / spin down) in eV: -14.536 / -14.524
Orbital gap (spin up / spin down) in Eh: 0.2447 / 0.2601
Electronic energy in hartree: -1820.31156

```
! wB97M-V def2-TZVPD RIJCOSX def2/J DEFGRID3
* xyz 2 2
Mo 0.01 1.13 -0.27
O -0.55 -0.49 -0.84
C -1.37 -1.46 -0.37
C -1.28 -2.75 -0.94
C -2.03 -3.82 -0.38
C -2.86 -3.55 0.75
C -2.87 -2.28 1.40
C -2.22 -1.23 0.81
C -2.34 0.10 1.44
N -1.65 1.21 0.93
C -2.18 2.30 1.56
C -3.10 1.93 2.47
N -3.16 0.55 2.42
H -0.57 -2.85 -1.77
H -2.04 -4.81 -0.85
H -3.48 -4.39 1.17
H -3.49 -2.14 2.27
H -1.90 3.26 1.15
H -3.64 2.49 3.22
H -3.78 0.05 3.07
O 0.46 2.97 0.23
N 1.20 3.71 -0.66
C 1.93 4.78 -0.19
C 2.58 5.68 -1.02
C 2.46 5.48 -2.41
C 1.89 4.30 -2.80
C 1.21 3.42 -1.95
S 0.28 1.99 -2.38
H 1.86 4.98 0.85
H 3.11 6.49 -0.55
H 2.79 6.21 -3.12
H 1.88 3.99 -3.88
Te 2.38 0.26 0.29
C 2.14 -1.84 0.16
C 2.51 -2.47 -1.01
C 2.27 -3.85 -1.10
C 1.56 -4.49 -0.11
C 1.33 -3.90 1.12
C 1.63 -2.55 1.27
H 2.90 -1.87 -1.82
H 2.45 -4.37 -2.06
H 1.36 -5.53 -0.16
H 0.87 -4.57 1.88
H 1.44 -2.07 2.20
*
```